No. 1
# C38H53N4OP2Zn

A structure of composition C38H53N4OP2Zn (ωB97M-V/def2-TZVPD, OMol25).

Positions of all 99 atoms, in Å:
C -1.22342 -1.40102 -2.44725
C 0.75677 -2.44509 -1.73644
C -1.41796 -2.35261 -3.45616
C 0.52311 -3.51458 -2.65100
C -0.54446 -3.44410 -3.52813
H -2.28147 -2.24136 -4.10778
H 1.23941 -4.33573 -2.65113
H -0.71448 -4.23394 -4.26020
N -0.15236 -1.41555 -1.65013
P -2.45180 -0.02097 -0.39112
P 2.36278 -0.85397 -0.17225
C -2.28207 -0.31852 -2.20320
H -1.98330 0.62209 -2.68573
H -3.24460 -0.61314 -2.63864
C 1.92792 -2.37293 -0.94077
H 2.56289 -3.25744 -0.90521
C 3.47955 0.06507 -1.46017
C 3.39212 -1.32367 1.35454
C -3.37285 1.66152 -0.24369
C -3.59027 -1.49536 0.04581
C 3.54032 1.54918 -1.06075
H 4.13271 1.70899 -0.15264
H 4.00922 2.11344 -1.87931
H 2.54842 1.97618 -0.89730
C 4.89593 -0.51292 -1.50577
H 5.46237 -0.33264 -0.58619
H 4.89540 -1.58448 -1.73754
H 5.44271 -0.00841 -2.31650
C 2.88145 -0.08262 -2.86867
H 3.39331 0.62136 -3.54384
H 3.02569 -1.09595 -3.26703
H 1.81680 0.15417 -2.89804
C 4.06766 -0.05731 1.90232
H 3.34298 0.75416 2.05422
H 4.50384 -0.29549 2.88275
H 4.87603 0.31254 1.26191
C 2.46773 -1.88473 2.43969
H 1.78343 -1.12956 2.83780
H 1.89114 -2.74769 2.09062
H 3.10148 -2.22314 3.27362
C 4.40519 -2.42695 1.03959
H 5.15114 -2.14540 0.29389
H 4.94235 -2.65940 1.97089
H 3.90531 -3.34156 0.70436
C -4.02386 -1.27336 1.50476
H -4.51708 -2.18781 1.86632
H -3.17401 -1.07542 2.16908
H -4.74774 -0.45177 1.59350
C -2.83060 -2.82884 -0.10204
H -2.74858 -3.12696 -1.15530
H -1.83259 -2.81504 0.33634
H -3.41600 -3.60700 0.41228
C -4.82208 -1.65183 -0.85678
H -5.40102 -2.50397 -0.46940
H -5.48029 -0.78235 -0.86487
H -4.55000 -1.88967 -1.89137
C -2.65993 2.74718 -1.05917
H -2.64611 2.53196 -2.13519
H -3.20705 3.69365 -0.91882
H -1.63363 2.91444 -0.71992
C -3.33255 2.07309 1.23545
H -2.30238 2.11021 1.60925
H -3.75717 3.08306 1.33058
H -3.90921 1.40154 1.88133
C -4.81285 1.57452 -0.75019
H -4.86554 1.20128 -1.78108
H -5.46122 0.97610 -0.10063
H -5.23090 2.59203 -0.75876
Zn 0.15978 0.31999 0.10972
C -0.60807 -1.17514 1.46853
O -0.76932 -1.94846 2.32072
N 0.27252 1.54954 -1.43688
C 0.38248 2.10384 -2.47003
C 0.53093 2.90091 -3.62255
C 0.30507 4.29239 -3.53117
C 0.91062 2.32415 -4.85744
C 0.47620 5.09611 -4.65716
H 0.00497 4.72371 -2.57238
C 1.09190 3.14260 -5.97157
H 1.05569 1.24341 -4.92581
C 0.87188 4.52131 -5.87107
H 0.30545 6.17248 -4.58189
H 1.40683 2.70025 -6.92011
H 1.01244 5.15384 -6.74802
N 0.32400 2.00704 4.08966
C 0.29302 1.03474 3.15698
N 0.26708 1.56234 1.92969
C 0.28205 2.96125 2.08282
C 0.11844 4.01046 1.16871
C -0.05427 5.31371 1.66588
C -0.02849 5.57027 3.04889
C 0.14970 4.52110 3.96514
C 0.31068 3.24492 3.44878
H 0.35731 1.85133 5.09258
H 0.22687 -0.00844 3.44556
H 0.14414 3.77298 0.10648
H -0.20215 6.14607 0.97152
H -0.14401 6.59499 3.41082
H 0.16773 4.66321 5.04688

Calculated values
F_max (eV Å⁻¹): 5.4
DFT total energy (Ha): -4235.915202
Total charge: +1
LUMO level (hartree): -0.1056
Energy above the lowest of the compared OMol25 structures with the same formula, charge and spin (kJ/mol): 0.0
HOMO energy (eV): -8.196

Atomic partial charges in e from the Löwdin method, atoms 1 to 4: number 1, C, carries -0.37; number 2, C, carries -0.38; number 3, C, carries -0.08; number 4, C, carries -0.04

***

No. 2
# C38H54BiFIN5O3PSe3Te

A structure of composition C38H54BiFIN5O3PSe3Te (ωB97M-V/def2-TZVPD, OMol25).

Positions of all 108 atoms, in Å:
Bi 0.05291 -0.42509 0.04232
Se 1.11866 -0.25966 2.42046
Se -0.35237 -1.52040 3.81669
Te -1.07409 -3.37913 2.33084
Se -2.12317 -1.77790 0.69696
F 6.51452 2.57198 0.71606
C 6.32812 1.23442 0.54098
C 5.05010 0.77649 0.39597
C 4.80762 -0.57424 0.16139
C 3.43966 -1.00958 -0.13643
O 2.56812 -0.16693 -0.39101
C 3.26082 -2.42891 -0.15237
C 4.35180 -3.24024 -0.09574
N 5.63427 -2.81621 -0.00639
C 6.71379 -3.77526 -0.00794
C 7.64724 -3.80282 -1.18585
C 6.67548 -4.92150 -0.96584
C 5.88790 -1.46831 0.16114
C 7.18685 -0.97434 0.32099
C 7.44062 0.38253 0.46631
N 8.78038 0.81977 0.53935
C 9.16345 2.08944 1.11744
C 9.27450 3.20332 0.07387
N 10.23748 2.75603 -0.98688
C 9.79563 1.46061 -1.59757
C 9.70690 0.40376 -0.49142
C 1.92813 -3.14203 -0.22121
O 1.93312 -4.34661 -0.39859
O 0.83843 -2.46856 -0.01988
H 4.20902 1.45734 0.43646
H 4.19499 -4.30917 -0.14527
H 7.12590 -3.94903 0.97976
H 8.69977 -3.98196 -1.01137
H 7.43925 -3.11850 -1.99833
H 7.05257 -5.87061 -0.61450
H 5.83694 -5.00435 -1.64302
H 8.01510 -1.66676 0.35381
H 10.14362 1.96079 1.59546
H 8.46454 2.38625 1.89184
H 9.63836 4.12311 0.52972
H 8.31323 3.39464 -0.39728
H 11.15553 2.62010 -0.55634
H 10.34005 3.47365 -1.70448
H 10.49681 1.16737 -2.37746
H 8.81144 1.61910 -2.03795
H 10.69905 0.25094 -0.04976
H 9.38766 -0.53393 -0.93698
C 3.83939 6.13201 0.64507
C 4.17449 5.14614 -0.47213
C 2.95106 4.28049 -0.84801
C 1.92440 4.21710 0.29180
C 2.68344 4.08698 1.61746
C 3.45264 5.38288 1.92834
P 0.75216 2.77060 0.11773
C 0.17703 2.81649 -1.66409
C -0.27596 4.17785 -2.22715
C -0.15755 4.21211 -3.75907
C -0.56922 2.87093 -4.36600
C 0.34276 1.71868 -3.88721
C 1.13750 2.12314 -2.64045
C -0.83228 3.38493 0.93898
C -0.95557 2.78085 2.35282
C -2.00634 3.52105 3.17410
C -1.55012 4.95988 3.46138
C -0.70274 5.52678 2.30906
C -1.11357 4.90068 0.97838
H 3.01838 6.77812 0.32563
H 4.69468 6.78238 0.83955
H 5.00148 4.51105 -0.14008
H 4.51974 5.69386 -1.35189
H 3.27938 3.26641 -1.09664
H 2.48145 4.69494 -1.74102
H 1.34049 5.13937 0.32184
H 3.37942 3.24646 1.54069
H 2.00723 3.84154 2.43874
H 4.35282 5.13497 2.49663
H 2.84470 6.03771 2.55615
H -0.70761 2.16787 -1.62352
H 0.30769 4.99966 -1.80753
H -1.31914 4.35004 -1.94640
H 0.87045 4.44423 -4.05047
H -0.79293 5.00615 -4.15539
H -0.55240 2.94073 -5.45428
H -1.60592 2.66947 -4.08175
H 1.03008 1.41651 -4.68032
H -0.27014 0.84576 -3.64566
H 1.94919 2.79570 -2.91974
H 1.59709 1.24342 -2.18509
H -1.60517 2.93409 0.31179
H 0.00298 2.82607 2.87796
H -1.21821 1.72388 2.27812
H -2.17777 2.98891 4.11150
H -2.95233 3.52411 2.62510
H -0.96688 4.97985 4.38463
H -2.42532 5.59296 3.62070
H 0.35692 5.32958 2.49165
H -0.82462 6.61027 2.25826
H -0.62569 5.41633 0.15074
H -2.18905 5.05377 0.84185
I -4.98855 4.61349 -1.25880
C -4.24833 2.78805 -0.59716
C -4.49605 2.16707 0.60690
N -3.74059 1.05423 0.60825
N -3.02597 0.91082 -0.50858
C -3.32687 1.96066 -1.25805
H -5.14293 2.43485 1.42433
H -3.69442 0.31664 1.29968
H -2.89731 2.10125 -2.23623

Calculated values
F_max (eV Å⁻¹): 1.0
DFT total energy (Ha): -10405.577995
Total charge: +1
LUMO level (hartree): -0.1233
Energy above the lowest of the compared OMol25 structures with the same formula, charge and spin (kJ/mol): 3.6
HOMO energy (eV): -8.582

Atomic partial charges in e from the Löwdin method, atoms 1 to 4: number 1, Bi, carries 1.11; number 2, Se, carries -0.01; number 3, Se, carries -0.15; number 4, Te, carries 0.41